Computed, not measured: a cluster of 6 separate species, C55H63F2I2N4O26P in total in a non-equilibrium geometry, with the ωB97M-V functional and the def2-TZVPD basis.

```
153
Properties=species:S:1:pos:R:3:mulliken_charge:R:1
C 4.81 -0.50 0.14 -0.597
C 5.79 0.67 0.00 -0.241
C 5.84 1.58 1.25 -0.993
C 5.24 2.98 1.01 -0.921
C 3.73 2.91 0.81 0.286
C 3.08 4.17 0.24 -1.083
C 1.93 3.88 -0.76 -0.034
C 0.68 4.75 -0.59 -2.129
C -0.23 4.43 0.61 -0.134
C -1.28 3.30 0.44 0.060
N -2.64 3.84 0.02 1.487
C -3.21 4.97 0.67 0.247
O -3.02 6.10 0.41 -0.452
F -4.09 4.60 1.60 -0.166
C -2.78 3.95 -1.41 0.464
O -3.44 3.24 -2.07 -0.359
F -2.12 5.00 -1.94 -0.331
O -0.88 2.61 -0.77 -0.184
C -0.98 1.26 -0.68 -0.364
O -0.38 0.58 -1.43 -0.670
C -1.88 0.90 0.52 2.071
C -3.37 1.02 -0.02 -1.580
I -4.92 1.81 1.18 0.087
C -3.75 0.51 -1.20 0.038
C -2.91 -0.23 -2.21 -0.959
I -5.71 0.60 -1.93 0.038
C -1.84 -0.61 1.01 1.089
C -2.66 -0.80 2.31 -2.187
C -0.58 -1.48 1.15 -1.961
C 0.18 -1.93 -0.11 0.510
C 1.04 -3.17 0.21 -1.710
C -1.31 2.10 1.46 1.342
C -2.04 2.43 2.80 -1.048
C -1.62 3.52 3.85 0.274
N -2.10 4.84 3.46 -0.576
N -0.21 3.52 4.28 -0.520
N -2.41 3.15 5.03 -0.676
P 0.51 1.79 2.05 0.307
O 1.13 0.84 0.87 -0.497
O 0.24 0.71 3.24 -0.696
H 3.79 -0.12 0.18 -0.047
H 4.85 -1.17 -0.73 0.236
H 5.00 -1.08 1.05 0.353
H 6.78 0.26 -0.20 0.212
H 5.47 1.26 -0.87 0.378
H 6.89 1.71 1.53 0.425
H 5.33 1.10 2.09 0.435
H 5.46 3.58 1.90 0.341
H 5.72 3.42 0.13 0.474
H 3.25 2.65 1.76 0.027
H 3.52 2.09 0.11 -0.134
H 3.85 4.74 -0.29 0.503
H 2.72 4.84 1.03 0.315
H 2.30 4.11 -1.77 0.713
H 1.67 2.82 -0.77 -0.184
H 0.13 4.80 -1.52 0.379
H 1.03 5.77 -0.40 0.656
H 0.41 4.22 1.47 -0.315
H -0.74 5.36 0.86 0.909
H -3.53 -0.91 -2.79 0.704
H -2.08 -0.77 -1.77 -0.188
H -2.48 0.49 -2.93 0.166
H -2.40 -1.16 0.26 0.865
H -1.99 -1.02 3.16 0.589
H -3.27 0.05 2.59 0.379
H -3.28 -1.69 2.21 0.122
H -0.96 -2.41 1.59 0.684
H 0.14 -1.12 1.88 0.927
H 0.85 -1.14 -0.44 -0.341
H -0.53 -2.19 -0.89 0.242
H 2.02 -3.11 -0.26 0.457
H 1.22 -3.25 1.29 0.308
H 0.55 -4.10 -0.09 0.343
H -3.06 2.71 2.55 -0.830
H -2.14 1.53 3.39 0.846
H -1.54 5.20 2.69 0.107
H -1.89 5.48 4.23 0.366
H -0.18 3.94 5.20 0.327
H 0.37 4.09 3.68 0.091
H -1.86 2.65 5.71 0.289
H -2.86 3.96 5.45 0.242
H 1.44 0.00 1.21 0.200
H -0.54 0.14 3.12 0.247
C 9.60 -3.15 0.87 -1.155
C 10.82 -3.62 0.58 0.460
C 11.38 -3.61 -0.83 1.037
O 12.51 -4.05 -0.96 -0.647
C 10.55 -3.10 -1.90 -0.971
C 9.33 -2.63 -1.61 0.401
C 8.79 -2.62 -0.20 0.847
O 7.67 -2.16 -0.04 -0.429
O 8.50 -2.14 -2.51 -0.625
O 11.66 -4.12 1.48 -0.601
H 9.20 -3.15 1.88 0.486
H 10.95 -3.12 -2.90 0.441
H 7.69 -1.88 -2.03 0.332
H 12.46 -4.38 0.98 0.374
C -3.25 -5.38 0.80 -1.327
C -3.81 -6.57 1.08 0.525
C -5.30 -6.79 1.07 0.999
O -5.69 -7.92 1.33 -0.622
C -6.17 -5.67 0.77 -0.901
C -5.62 -4.48 0.49 0.122
C -4.12 -4.27 0.48 0.975
O -3.73 -3.15 0.19 -0.325
O -6.31 -3.40 0.19 -0.576
O -3.11 -7.65 1.39 -0.596
H -2.19 -5.21 0.80 0.532
H -7.24 -5.84 0.78 0.464
H -5.65 -2.69 0.03 0.316
H -3.77 -8.36 1.54 0.366
C 5.64 -4.91 -0.34 -0.947
C 4.81 -5.52 0.52 0.150
C 5.04 -6.94 0.99 1.093
O 4.24 -7.39 1.79 -0.641
C 6.18 -7.67 0.47 -1.042
C 7.00 -7.07 -0.40 0.317
C 6.78 -5.64 -0.85 1.066
O 7.60 -5.18 -1.63 -0.610
O 8.06 -7.64 -0.94 -0.583
O 3.74 -4.95 1.03 -0.463
H 5.49 -3.90 -0.68 0.517
H 6.33 -8.69 0.80 0.441
H 8.47 -6.97 -1.53 0.365
H 3.34 -5.61 1.64 0.364
C -11.48 1.14 1.90 -0.983
C -10.42 0.41 1.52 0.282
C -9.32 0.98 0.66 0.997
O -8.40 0.23 0.39 -0.474
C -9.41 2.35 0.22 -1.095
C -10.47 3.08 0.59 0.473
C -11.57 2.52 1.47 1.028
O -12.48 3.28 1.76 -0.633
O -10.66 4.35 0.25 -0.582
O -10.24 -0.86 1.85 -0.592
H -12.28 0.74 2.51 0.428
H -8.62 2.75 -0.40 0.463
H -11.50 4.62 0.67 0.373
H -9.39 -1.12 1.44 0.344
C -2.15 3.30 -5.19 -0.476
C -0.97 2.69 -5.36 -0.126
C -0.38 2.44 -6.73 0.763
O 0.71 1.90 -6.77 -0.647
C -1.13 2.86 -7.90 -1.047
C -2.31 3.46 -7.73 0.253
C -2.89 3.73 -6.35 0.848
O -3.97 4.30 -6.33 -0.650
O -3.08 3.88 -8.72 -0.577
O -0.22 2.26 -4.36 -0.280
H -2.57 3.48 -4.21 0.774
H -0.70 2.66 -8.87 0.441
H -3.87 4.28 -8.30 0.380
H 0.57 1.86 -4.75 0.334
```

Output
Highest occupied orbital energy: -8.43 eV
HOMO-LUMO gap: 6.8 eV